No. 1
The following is a DFT calculation (ωB97M-V/def2-TZVPD) of a cluster of 2 separate species, C26H33N4O3 in total in a non-equilibrium geometry.

Summary:
charge = +1
HOMO energy = -11.12 eV
electronic energy = -1454.91913 a.u.
ΔE to the lowest compared entry with this formula, charge and spin = 8.40 kcal/mol

XYZ file:
```
66
Properties=species:S:1:pos:R:3:forces:R:3:nbo_charge:R:1
C -2.47009 4.60155 0.52579 0.1750 0.3153 -0.0635 -0.426
N -2.18720 3.17959 0.61607 -0.3779 -0.3877 -0.0643 -0.456
C -3.20505 2.29062 0.80198 -1.0432 0.5832 0.0838 0.677
O -4.39207 2.58604 0.92338 1.7542 -0.7114 -0.1472 -0.579
C -2.58701 0.89180 0.82715 -0.6400 -0.0383 0.5559 -0.134
C -3.18094 -0.02790 -0.24216 0.1220 -0.0849 -0.2222 -0.420
C -4.65556 -0.29318 -0.05290 0.0004 -0.1607 0.0216 0.065
C -5.53171 -0.01988 -1.10418 -0.0317 0.0193 0.3704 -0.239
C -6.90561 -0.17137 -0.92181 0.0566 -0.0467 0.2675 -0.180
C -7.40008 -0.61368 0.31363 0.2379 -0.0155 -0.1946 -0.208
C -6.51146 -0.96830 1.33684 0.1330 0.1483 -0.1296 -0.191
C -5.13350 -0.80965 1.15659 -0.4158 0.1217 -0.3940 -0.247
N -1.16207 1.14271 0.62022 1.3233 -1.4334 0.0001 -0.358
C -0.27961 0.10222 0.60589 -0.7243 1.3365 0.3594 0.207
C 1.09072 0.21467 0.39976 0.6733 -0.0385 -0.6254 -0.436
C 2.10471 -0.78555 0.52039 -1.3105 -0.0264 2.1428 0.057
C 3.51883 -0.36706 0.47945 1.5705 0.4242 -0.1709 -0.128
C 4.55138 -1.22744 0.96661 -0.7717 0.2385 -0.3705 -0.159
C 5.89466 -0.93829 0.77609 0.3993 0.8463 0.0399 -0.175
C 6.27097 0.33773 0.29650 -2.4009 -0.7705 0.1554 0.064
N 7.66268 0.64656 0.21713 4.1277 0.5618 -0.1071 0.483
O 8.03712 1.80150 -0.08325 -1.4002 -2.1838 0.5344 -0.340
O 8.48069 -0.27671 0.46850 -2.0215 1.8026 -0.5284 -0.354
C 5.28110 1.27763 -0.06004 0.6638 -0.4310 0.1676 -0.194
C 3.93826 0.90535 -0.02312 -0.1382 -0.6034 0.2378 -0.117
C -0.84818 2.59464 0.47835 -0.2295 0.4438 -0.0533 0.340
C -0.29085 2.90236 -0.91803 -0.2034 -0.0565 -0.0031 -0.636
C 0.03935 3.12074 1.61757 -0.1600 -0.1469 -0.0018 -0.644
H -3.55468 4.74786 0.62671 0.4195 -0.2250 -0.0311 0.268
H -1.96825 5.15766 1.32856 -0.0824 -0.1213 -0.1861 0.207
H -2.15065 5.00060 -0.44651 -0.0722 -0.0590 0.2379 0.205
H -2.75007 0.47390 1.83888 0.0312 0.1221 -0.4161 0.232
H -3.00815 0.43792 -1.22695 -0.0265 -0.1976 0.2666 0.218
H -2.61787 -0.97319 -0.21868 -0.1254 0.1310 -0.0938 0.203
H -5.11293 0.34040 -2.04729 -0.2889 -0.0576 0.2408 0.209
H -7.58216 0.07807 -1.73916 0.1016 -0.0920 0.2726 0.222
H -8.47924 -0.68463 0.47179 0.4031 -0.0520 -0.0517 0.225
H -6.89054 -1.34851 2.28622 0.0684 0.1166 -0.2787 0.222
H -4.43076 -1.07146 1.95073 -0.2805 0.0623 -0.1321 0.201
H -0.73720 -0.86547 0.81561 0.0902 0.1979 -0.0303 0.219
H 1.42346 1.21444 0.11924 -0.0043 -0.6095 0.0848 0.220
H 1.89020 -1.67386 1.14120 0.1841 0.9162 -0.1840 0.237
H 4.29155 -2.13415 1.52090 0.0114 0.2192 -0.4408 0.228
H 6.67980 -1.65290 1.03393 -0.3488 0.3309 0.0611 0.272
H 5.58828 2.28236 -0.35926 -0.1345 -0.4060 0.0026 0.265
H 3.21246 1.64899 -0.35847 0.2534 -0.3332 0.0677 0.210
H -1.06140 2.66559 -1.66491 0.2524 0.1185 0.1423 0.233
H -0.02452 3.96464 -0.98494 -0.0677 -0.2984 -0.0499 0.235
H 0.59068 2.29802 -1.13405 -0.0778 0.2378 -0.0878 0.213
H -0.54649 3.13461 2.54631 0.2324 -0.0559 -0.1976 0.237
H 0.92089 2.49278 1.76205 -0.0291 0.1821 0.0025 0.224
H 0.35299 4.14649 1.38795 -0.0181 -0.2708 0.0865 0.234
C 2.40549 -4.76506 -1.37062 0.3542 -0.0696 -0.1284 -0.424
C 0.93249 -4.44118 -1.62999 -0.3687 -0.0561 -0.0535 -0.424
C 0.75432 -2.92834 -1.44866 0.1234 0.6168 0.1535 -0.224
N 2.04914 -2.37285 -0.90973 0.2505 -0.0006 -2.0432 -0.534
C 3.10189 -3.44958 -0.98560 0.2613 0.4970 0.0648 -0.229
H 2.52936 -5.52821 -0.59807 -0.0544 0.1963 -0.0457 0.229
H 2.86143 -5.17105 -2.27818 -0.0080 0.0726 0.1834 0.229
H 0.65296 -4.71607 -2.64820 0.0123 0.0111 0.0963 0.230
H 0.27233 -5.01289 -0.97215 0.1135 0.1911 0.0003 0.227
H 0.49493 -2.43937 -2.40873 0.1754 -0.1810 0.5802 0.211
H -0.02489 -2.68073 -0.72161 -0.0997 -0.0833 -0.1436 0.192
H 2.33502 -1.60003 -1.50686 -0.0498 -0.4567 -0.2425 0.389
H 3.56752 -3.48986 -0.00095 0.0856 -0.2537 -0.0741 0.201
H 3.90311 -3.18170 -1.71291 -0.6556 -0.0462 0.5062 0.216
```
Positions in Å, forces in eV/Å.

---

No. 2
The following is a DFT calculation (ωB97M-V/def2-TZVPD) of a cluster of 2 separate species, C26H33N5O4 in total in a non-equilibrium geometry.

Summary:
structure (SMILES) = COc1ccc(C=C2C(=O)N(C)C(=O)N(C)C2=O)cc1.CN(C)C(=NCc1ccccc1)N(C)C
HOMO energy = -7.99 eV
electronic energy = -1585.24355 a.u.
ΔE to the lowest compared entry with this formula, charge and spin = 83.12 kcal/mol

XYZ file:
```
68
Properties=species:S:1:pos:R:3:forces:R:3:nbo_charge:R:1
C 4.49752 -3.80705 -3.82582 -0.1378 0.1334 0.6409 -0.254
O 4.20086 -3.63806 -2.42827 0.0799 0.2180 -0.2667 -0.492
C 3.23913 -2.75769 -2.05181 -0.3928 0.7032 -0.2012 0.336
C 3.03346 -2.59085 -0.66228 0.3960 -0.3950 -0.7937 -0.255
C 2.00159 -1.80405 -0.22556 -0.5977 0.4354 -0.1208 -0.152
C 1.08209 -1.23174 -1.12262 0.8980 -0.0081 -0.5607 -0.141
C -0.17261 -0.79151 -0.52094 -1.3342 -1.2390 -0.8170 -0.002
C -1.35538 -1.28164 -1.02618 0.6632 -0.9105 0.7558 -0.310
C -2.70050 -0.95958 -0.49921 -0.4632 0.6996 1.5791 0.678
O -2.90310 -0.42218 0.59451 0.1523 -0.5837 -1.8227 -0.576
N -3.79560 -1.33179 -1.31461 0.4938 -0.0687 -0.2384 -0.480
C -5.10640 -0.82607 -0.95710 -0.2902 0.1785 0.3194 -0.416
C -3.72087 -2.14349 -2.45185 -0.1914 -0.0204 -0.6230 0.810
O -4.70061 -2.46341 -3.12001 1.2470 0.4881 0.8870 -0.612
N -2.43553 -2.60270 -2.77033 -0.3650 -0.1842 0.3754 -0.490
C -2.39115 -3.70755 -3.71573 -0.1509 -0.4695 -0.0734 -0.409
C -1.43027 -2.58046 -1.78220 1.0959 -0.6108 -0.1165 0.690
O -0.74231 -3.57273 -1.55716 -0.7818 1.6667 -0.5446 -0.552
C 1.41350 -1.22907 -2.50613 -0.6050 -0.0252 0.8109 -0.109
C 2.49560 -1.96663 -2.96895 0.5407 -0.6451 0.3850 -0.337
H 5.37490 -4.45155 -3.82684 -0.1258 0.0319 -0.1858 0.205
H 3.66038 -4.28242 -4.34423 0.0552 -0.0061 0.0453 0.185
H 4.73102 -2.85491 -4.31431 0.0438 -0.0949 0.1418 0.178
H 3.67282 -3.11504 0.04034 0.0047 0.0473 -0.1558 0.228
H 1.81490 -1.62843 0.83057 0.0952 -0.3254 -0.0879 0.217
H -0.11966 -0.19179 0.38766 -0.1413 0.2254 -0.3048 0.289
H -5.83998 -1.28698 -1.61649 0.1247 0.0514 0.1379 0.245
H -5.31083 -1.07392 0.08757 -0.0494 0.1497 -0.1856 0.223
H -5.12692 0.26248 -1.09134 -0.0490 -0.2158 0.1522 0.202
H -1.34515 -3.95598 -3.90764 -0.2370 0.0524 0.0618 0.224
H -2.90948 -4.58283 -3.29705 0.2231 0.1467 -0.2412 0.206
H -2.89223 -3.40833 -4.63525 0.0473 -0.0168 0.1146 0.223
H 0.82248 -0.63992 -3.21819 0.0870 -0.3350 0.3488 0.210
H 2.76705 -1.97115 -4.03201 -0.2894 0.0295 0.5395 0.221
C -0.65980 4.14858 -1.20093 -0.0535 0.2360 -0.2749 -0.403
N -0.57287 3.02546 -0.30159 0.2243 0.2957 -0.0271 -0.436
C -1.36781 1.90046 -0.69667 -0.2972 0.0382 0.2481 -0.419
C 0.29474 2.89149 0.75681 0.0298 -1.2692 1.0217 0.629
N 0.40154 1.70199 1.31984 0.3645 1.4375 -0.2243 -0.614
C 1.17199 1.57751 2.55780 0.1903 0.4508 0.1611 -0.250
C 0.68481 0.55251 3.57312 0.0857 -0.2352 -0.4949 -0.030
C 1.29271 -0.71483 3.59800 -0.3880 0.3757 0.5340 -0.211
C 0.98620 -1.60149 4.63551 -0.0780 0.1092 -0.0499 -0.207
C 0.08373 -1.23559 5.64436 0.0178 0.2104 -0.3357 -0.224
C -0.53725 0.02099 5.59978 0.1147 -0.0798 -0.4078 -0.224
C -0.25837 0.90800 4.54878 0.3199 -0.4993 0.2688 -0.152
N 0.91891 4.07501 1.15170 -0.1219 0.1677 0.2906 -0.483
C 0.11322 5.28652 1.30819 0.1244 0.0535 -0.0912 -0.407
C 2.22136 4.15725 1.82159 -0.3099 0.0345 -0.4371 -0.397
H 0.27793 4.68762 -1.32413 0.0716 -0.0980 0.1258 0.209
H -0.96571 3.78151 -2.18426 0.1747 -0.0439 0.0504 0.205
H -1.43600 4.85864 -0.89632 0.0602 0.0676 0.0185 0.186
H -1.36379 1.21787 0.13634 -0.2430 -0.1299 -0.0509 0.264
H -2.40303 2.20142 -0.87756 0.0101 0.0861 -0.1177 0.191
H -0.96327 1.41846 -1.59226 -0.0550 0.0813 0.0355 0.184
H 2.21487 1.31956 2.28083 -0.3445 0.0087 0.3203 0.183
H 1.22060 2.51245 3.14842 -0.0938 -0.3318 -0.4576 0.177
H 2.04440 -0.96106 2.83486 -0.3740 0.0645 0.4467 0.204
H 1.47236 -2.57614 4.65918 -0.1494 0.1769 0.0689 0.212
H -0.14291 -1.93250 6.45484 0.1067 0.2530 -0.2576 0.214
H -1.24076 0.31714 6.37960 0.1859 -0.1354 -0.2065 0.211
H -0.73685 1.89376 4.52856 0.2326 -0.3666 -0.0694 0.202
H -0.96330 5.05927 1.35045 0.4525 0.0594 0.0137 0.214
H 0.41389 5.79119 2.23608 -0.1995 -0.1586 -0.0994 0.200
H 0.30505 5.98480 0.48066 -0.1816 0.0092 0.2377 0.188
H 2.86287 3.33277 1.50062 -0.1386 0.1458 0.2165 0.219
H 2.68625 5.09152 1.49616 0.0805 -0.0546 -0.0329 0.197
H 2.13558 4.19682 2.92108 0.1357 -0.0624 -0.3793 0.185
```
Positions in Å, forces in eV/Å.

---

ΔE to the lowest compared entry with this formula, charge and spin of number 1 (C26H33N4O3)? 8.40 kcal/mol

---

electronic energy of number 1 (C26H33N4O3)? -1454.91913 a.u.